Entry 1:
54
Properties=species:S:1:pos:R:3 method="wB97M-V/def2-TZVPD" e_tot_ev=-86941.998 total_charge=+2 s2=8.77 multiplicity=6 e_homo_ev="-14.66 / -14.64" orbital_gap_ev="8.6 / 4.9"
Fe -0.43 0.52 1.72
Cl -1.57 2.17 2.51
P -0.02 1.10 -0.39
C -1.36 0.14 -1.17
C -1.16 -0.84 -2.16
C -2.26 -1.47 -2.74
C -3.56 -1.15 -2.32
C -3.75 -0.24 -1.27
C -2.66 0.38 -0.68
C -0.31 2.86 -0.86
C 0.57 3.80 -0.30
C 0.34 5.16 -0.44
C -0.73 5.61 -1.22
C -1.58 4.68 -1.83
C -1.37 3.31 -1.66
C 1.47 0.67 -1.33
C 2.53 0.05 -0.64
C 3.71 -0.25 -1.31
C 3.84 0.05 -2.67
C 2.78 0.66 -3.37
C 1.60 0.97 -2.70
H 1.46 3.45 0.24
H 1.00 5.89 0.05
H -0.91 6.68 -1.34
H -2.42 5.03 -2.44
H -2.03 2.60 -2.16
H -0.15 -1.11 -2.48
H -2.11 -2.22 -3.52
H -4.42 -1.62 -2.79
H -4.77 0.01 -0.94
H -2.81 1.06 0.16
H 2.43 -0.18 0.42
H 4.54 -0.73 -0.77
H 4.78 -0.17 -3.19
H 2.88 0.89 -4.43
H 0.78 1.45 -3.24
H -0.38 -3.93 -2.66
H 0.36 -3.86 -2.61
C 2.71 -2.79 4.48
N 1.36 -2.57 3.95
C 0.44 -3.56 4.10
C -0.80 -3.45 3.55
C -1.12 -2.29 2.81
N -0.19 -1.34 2.59
C 1.08 -1.44 3.19
O 1.91 -0.52 3.03
N -2.37 -2.06 2.35
H 3.36 -1.95 4.27
H 3.12 -3.71 4.04
H 2.64 -2.97 5.56
H 0.78 -4.42 4.70
H -1.55 -4.22 3.71
H -3.09 -2.75 2.54
H -2.58 -1.36 1.65

=====

Entry 2:
82
Properties=species:S:1:pos:R:3 method="wB97M-V/def2-TZVPD" e_tot_ev=-71628.738 total_charge=+2 s2=2.03 multiplicity=3 e_homo_ev="-11.58 / -13.44" orbital_gap_ev="5.1 / 7.0"
Mo 5.03 2.17 -0.06
C 6.20 2.05 1.54
C 5.31 3.21 1.68
C 5.72 4.56 1.16
C 6.08 4.68 -0.36
C 5.56 3.64 -1.33
C 6.32 2.41 -1.59
C 7.53 2.05 -0.77
C 7.49 2.19 0.79
C -0.28 -0.19 -1.42
H 6.12 1.19 2.19
H 4.58 3.22 2.50
H 6.59 4.90 1.75
H 4.91 5.28 1.38
H 5.63 5.65 -0.64
H 7.17 4.81 -0.44
H 4.89 4.06 -2.09
H 6.10 1.78 -2.46
H 8.35 2.70 -1.13
H 7.82 1.02 -1.02
H 8.13 1.35 1.13
H 8.01 3.11 1.09
H 0.28 -0.88 -0.77
H -0.90 -0.74 -2.14
H -0.89 0.51 -0.82
P 0.51 1.24 1.63
P 0.84 0.80 -2.37
C 1.24 2.06 0.19
C 1.61 1.77 -1.09
C 0.23 2.55 2.85
C 1.23 3.54 3.10
C 1.02 4.50 4.08
C -0.18 4.54 4.81
C -1.18 3.59 4.54
C -0.99 2.62 3.55
C 1.96 0.29 2.22
C 2.90 -0.31 1.37
C 4.06 -0.89 1.88
C 4.35 -0.82 3.25
C 3.38 -0.24 4.10
C 2.16 0.21 3.61
C 0.04 1.92 -3.50
C -0.90 2.82 -2.96
C -1.61 3.64 -3.83
C -1.36 3.60 -5.21
C -0.37 2.76 -5.71
C 0.35 1.91 -4.87
C 2.14 -0.22 -3.10
C 2.01 -1.62 -3.05
C 3.01 -2.43 -3.57
C 4.15 -1.88 -4.16
C 4.31 -0.49 -4.16
C 3.34 0.34 -3.60
H 1.75 2.94 0.63
H 2.47 2.31 -1.46
H 2.15 3.57 2.51
H 1.79 5.25 4.27
H -0.35 5.30 5.56
H -2.12 3.62 5.08
H -1.79 1.93 3.30
H 2.74 -0.29 0.29
H 4.79 -1.35 1.21
H 5.31 -1.17 3.66
H 3.61 -0.10 5.16
H 1.37 0.56 4.28
H -1.05 2.87 -1.88
H -2.35 4.34 -3.43
H -1.94 4.23 -5.88
H -0.13 2.77 -6.78
H 1.14 1.26 -5.24
H 1.11 -2.04 -2.59
H 2.89 -3.51 -3.50
H 4.90 -2.53 -4.61
H 5.19 -0.06 -4.61
H 3.51 1.41 -3.53
F -2.97 -1.55 2.25
C -1.77 -1.96 2.77
F -1.72 -1.58 4.08
F -1.67 -3.31 2.69
C -0.65 -1.28 1.92
O -0.68 0.03 2.15
O 0.05 -1.90 1.16

=====

Please write out number 2 again, unchanged.
82
Properties=species:S:1:pos:R:3 method="wB97M-V/def2-TZVPD" e_tot_ev=-71628.738 total_charge=+2 s2=2.03 multiplicity=3 e_homo_ev="-11.58 / -13.44" orbital_gap_ev="5.1 / 7.0"
Mo 5.03 2.17 -0.06
C 6.20 2.05 1.54
C 5.31 3.21 1.68
C 5.72 4.56 1.16
C 6.08 4.68 -0.36
C 5.56 3.64 -1.33
C 6.32 2.41 -1.59
C 7.53 2.05 -0.77
C 7.49 2.19 0.79
C -0.28 -0.19 -1.42
H 6.12 1.19 2.19
H 4.58 3.22 2.50
H 6.59 4.90 1.75
H 4.91 5.28 1.38
H 5.63 5.65 -0.64
H 7.17 4.81 -0.44
H 4.89 4.06 -2.09
H 6.10 1.78 -2.46
H 8.35 2.70 -1.13
H 7.82 1.02 -1.02
H 8.13 1.35 1.13
H 8.01 3.11 1.09
H 0.28 -0.88 -0.77
H -0.90 -0.74 -2.14
H -0.89 0.51 -0.82
P 0.51 1.24 1.63
P 0.84 0.80 -2.37
C 1.24 2.06 0.19
C 1.61 1.77 -1.09
C 0.23 2.55 2.85
C 1.23 3.54 3.10
C 1.02 4.50 4.08
C -0.18 4.54 4.81
C -1.18 3.59 4.54
C -0.99 2.62 3.55
C 1.96 0.29 2.22
C 2.90 -0.31 1.37
C 4.06 -0.89 1.88
C 4.35 -0.82 3.25
C 3.38 -0.24 4.10
C 2.16 0.21 3.61
C 0.04 1.92 -3.50
C -0.90 2.82 -2.96
C -1.61 3.64 -3.83
C -1.36 3.60 -5.21
C -0.37 2.76 -5.71
C 0.35 1.91 -4.87
C 2.14 -0.22 -3.10
C 2.01 -1.62 -3.05
C 3.01 -2.43 -3.57
C 4.15 -1.88 -4.16
C 4.31 -0.49 -4.16
C 3.34 0.34 -3.60
H 1.75 2.94 0.63
H 2.47 2.31 -1.46
H 2.15 3.57 2.51
H 1.79 5.25 4.27
H -0.35 5.30 5.56
H -2.12 3.62 5.08
H -1.79 1.93 3.30
H 2.74 -0.29 0.29
H 4.79 -1.35 1.21
H 5.31 -1.17 3.66
H 3.61 -0.10 5.16
H 1.37 0.56 4.28
H -1.05 2.87 -1.88
H -2.35 4.34 -3.43
H -1.94 4.23 -5.88
H -0.13 2.77 -6.78
H 1.14 1.26 -5.24
H 1.11 -2.04 -2.59
H 2.89 -3.51 -3.50
H 4.90 -2.53 -4.61
H 5.19 -0.06 -4.61
H 3.51 1.41 -3.53
F -2.97 -1.55 2.25
C -1.77 -1.96 2.77
F -1.72 -1.58 4.08
F -1.67 -3.31 2.69
C -0.65 -1.28 1.92
O -0.68 0.03 2.15
O 0.05 -1.90 1.16